Entry 1:
ORCA calculation (the ωB97M-V functional and the def2-TZVPD basis) on a 2-piece molecular cluster, C2H3BrFN overall in a non-equilibrium geometry.

The geometry in ORCA input format:
```
! wB97M-V def2-TZVPD RIJCOSX def2/J DEFGRID3
* xyz 0 1
Br 0.976 -1.644 -1.655
C 0.419 -0.204 -0.781
N -0.702 0.160 -0.355
C 0.466 1.060 0.020
H 0.744 1.031 1.002
H 0.490 2.100 -0.525
F -1.037 -1.610 1.501
H -1.354 -0.893 0.793
*
```

Calculated values
HOMO level: -10.9 eV
relative energy (zero: lowest compared OMol25 entry of this formula, charge and spin): 0.893 eV
frontier orbital gap: 0.4189 Eh
total energy: -2806.5479 Eh
LUMO level: 0.485 eV
maximum force: 4.57 eV/A

Entry 2:
ORCA calculation (the ωB97M-V functional and the def2-TZVPD basis) on a 4-piece molecular cluster, C2H14N2O3 overall in a non-equilibrium geometry.

The geometry in ORCA input format:
```
! wB97M-V def2-TZVPD RIJCOSX def2/J DEFGRID3
* xyz 0 1
N -1.973 -0.703 -0.022
C -1.033 -0.092 -1.000
C -0.232 1.110 -0.493
N 0.551 1.601 -1.624
H -2.449 -1.466 -0.460
H -2.585 0.013 0.338
H -1.628 0.113 -1.892
H -0.188 -0.775 -1.102
H -0.798 1.940 -0.070
H 0.426 0.740 0.302
H -0.061 2.246 -2.077
H 1.341 1.171 -2.087
O 2.339 -1.915 -2.395
H 2.039 -2.093 -1.469
H 1.877 -2.645 -2.872
O 2.236 -0.044 3.255
H 1.408 0.409 3.480
H 2.226 -0.345 2.339
O -0.968 0.228 2.866
H -1.657 0.860 2.888
H -0.872 -0.353 2.093
*
```

Calculated values
HOMO level: -8.9 eV
relative energy (zero: lowest compared OMol25 entry of this formula, charge and spin): 1.649 eV
frontier orbital gap: 0.3429 Eh
total energy: -419.7794 Eh
LUMO level: 0.381 eV
maximum force: 2.62 eV/A

Entry 3:
ORCA calculation (the ωB97M-V functional and the def2-TZVPD basis) on a 2-piece molecular cluster, CH4INS overall in a non-equilibrium geometry.

The geometry in ORCA input format:
```
! wB97M-V def2-TZVPD RIJCOSX def2/J DEFGRID3
* xyz 0 1
C -0.913 1.088 0.368
N 1.450 -0.425 0.333
S 1.201 -1.943 -0.017
I -2.485 -0.169 -0.118
H -0.730 1.910 -0.395
H -0.958 1.275 1.431
H 0.971 0.335 -0.227
H 1.464 -2.071 -1.374
*
```

Calculated values
HOMO level (spin up / spin down): -8.7 / -8.7 eV
relative energy (zero: lowest compared OMol25 entry of this formula, charge and spin): 3.780 eV
frontier orbital gap (spin up / spin down): 0.2957 / 0.2908 Eh
total energy: -790.9775 Eh
LUMO level (spin up / spin down): -0.661 / -0.762 eV
maximum force: 1.73 eV/A

Entry 4:
ORCA calculation (the ωB97M-V functional and the def2-TZVPD basis) on a 2-piece molecular cluster, C3H8N2O2 overall in a non-equilibrium geometry.

The geometry in ORCA input format:
```
! wB97M-V def2-TZVPD RIJCOSX def2/J DEFGRID3
* xyz 0 1
C -0.990 1.206 -0.129
C 1.989 -0.409 0.287
C -0.511 -0.040 -0.783
N 0.384 1.366 -2.510
N -1.098 -1.236 -0.510
O 1.081 1.276 -3.476
O 0.088 0.015 -1.953
H -0.180 1.927 -0.070
H -1.765 1.648 -0.761
H -1.399 1.003 0.854
H 2.128 0.574 0.686
H 2.489 -0.657 -0.624
H 1.773 -1.197 0.980
H -1.390 -1.409 0.438
H -0.718 -2.026 -1.009
*
```

Calculated values
HOMO level (spin up / spin down): -8.8 / -6.1 eV
relative energy (zero: lowest compared OMol25 entry of this formula, charge and spin): 6.979 eV
frontier orbital gap (spin up / spin down): 0.3462 / 0.2090 Eh
total energy: -378.8845 Eh
LUMO level (spin up / spin down): 0.663 / -0.378 eV
maximum force: 2.10 eV/A

Entry 5:
ORCA calculation (the ωB97M-V functional and the def2-TZVPD basis) on one molecule with the formula C4H11N3O in a non-equilibrium geometry.

The geometry in ORCA input format:
```
! wB97M-V def2-TZVPD RIJCOSX def2/J DEFGRID3
* xyz 0 1
O -0.885 -1.712 -0.870
C -1.442 -0.392 -0.712
N -2.681 -0.276 -0.369
C -0.329 0.436 0.329
C -0.896 1.830 0.493
N 0.873 0.401 -0.189
C 1.757 -0.604 0.327
N 3.108 -0.337 -0.087
H -2.964 -0.903 0.381
H -1.235 0.076 -1.659
H -0.390 -0.078 1.294
H -1.941 1.849 0.789
H -0.375 2.408 1.265
H -0.741 2.445 -0.390
H -1.719 -2.191 -0.958
H 1.414 -1.599 0.041
H 1.649 -0.599 1.421
H 3.168 0.401 -0.769
H 3.629 -1.156 -0.336
*
```

Calculated values
HOMO level: -8.7 eV
relative energy (zero: lowest compared OMol25 entry of this formula, charge and spin): 5.329 eV
frontier orbital gap: 0.2628 Eh
total energy: -398.3583 Eh
LUMO level: -1.587 eV
maximum force: 4.70 eV/A

Entry 6:
ORCA calculation (the ωB97M-V functional and the def2-TZVPD basis) on C30H46O2P4Pt as an isolated structure in a non-equilibrium geometry.

The geometry in ORCA input format:
```
! wB97M-V def2-TZVPD RIJCOSX def2/J DEFGRID3
* xyz 4 5
P 2.843 -0.480 -1.083
C 3.787 -0.684 0.468
H 4.862 -0.730 0.246
H 3.470 -1.603 0.978
H 3.576 0.168 1.127
C 3.275 -2.001 -2.013
H 3.178 -1.838 -3.094
H 2.581 -2.801 -1.717
H 4.305 -2.297 -1.765
C 3.828 0.832 -1.881
H 4.853 0.475 -2.042
H 3.831 1.707 -1.221
H 3.377 1.118 -2.839
P -0.968 3.232 -1.851
C -0.984 4.040 -0.218
H -1.398 5.056 -0.308
H 0.034 4.098 0.185
H -1.607 3.446 0.462
C 0.123 4.323 -2.823
H 0.153 4.014 -3.872
H 1.140 4.250 -2.416
H -0.216 5.365 -2.752
C -2.667 3.493 -2.451
H -2.826 4.551 -2.690
H -3.360 3.178 -1.660
H -2.855 2.874 -3.335
P -2.360 -1.837 -0.965
C -3.147 -2.286 0.591
H -3.664 -3.244 0.421
H -3.871 -1.518 0.889
H -2.427 -2.405 1.416
C -3.659 -1.648 -2.185
H -4.432 -2.387 -1.934
H -3.249 -1.827 -3.187
H -4.076 -0.633 -2.132
C -1.248 -3.160 -1.434
H -1.908 -4.039 -1.567
H -0.505 -3.357 -0.646
H -0.736 -2.935 -2.383
Pt -0.338 0.823 -2.205
C 0.940 1.097 -0.764
O 1.305 1.729 0.154
C -1.709 -0.054 -0.922
O -2.294 0.585 -0.047
C -1.453 0.235 -4.108
C -0.832 -1.037 -4.089
C 0.552 -1.109 -4.016
C 1.354 0.020 -4.113
C 0.741 1.302 -4.139
C -0.667 1.380 -4.389
H -2.543 0.323 -4.110
H -1.422 -1.948 -4.187
H 1.030 -2.090 -3.936
H 2.434 -0.075 -4.239
H 1.356 2.194 -4.211
H -1.137 2.299 -4.718
C 0.400 -2.681 1.937
P -0.009 -0.896 2.141
C -1.220 -0.935 3.516
C -0.867 -1.493 4.754
C -1.769 -1.458 5.820
C -3.033 -0.889 5.647
C -3.393 -0.337 4.406
C -2.482 -0.341 3.351
C 1.420 -0.247 3.090
C 1.406 1.128 3.382
C 2.418 1.675 4.170
C 3.466 0.869 4.625
C 3.509 -0.482 4.292
C 2.491 -1.050 3.516
H -0.469 -3.209 1.536
H 0.659 -3.126 2.903
H 1.232 -2.810 1.228
H 0.136 -1.921 4.879
H -1.467 -1.872 6.792
H -3.739 -0.870 6.479
H -4.376 0.100 4.266
H -2.734 0.123 2.399
H 0.585 1.747 3.012
H 2.372 2.727 4.435
H 4.247 1.295 5.249
H 4.314 -1.125 4.635
H 2.532 -2.107 3.258
*
```

Calculated values
HOMO level (spin up / spin down): -18.1 / -18.7 eV
relative energy (zero: lowest compared OMol25 entry of this formula, charge and spin): 0.000 eV
frontier orbital gap (spin up / spin down): 0.2565 / 0.1406 Eh
total energy: -2804.3394 Eh
LUMO level (spin up / spin down): -11.126 / -14.916 eV
maximum force: 4.25 eV/A